Entry 1:
The following is a quantum chemistry calculation of a structure of composition C4H7FO3Pb, from OMol25.

```
16
Properties=species:S:1:pos:R:3:mulliken_charge:R:1
Pb 0.5062 0.7237 0.8972 0.712
F -2.1984 -1.0311 -1.1317 -0.289
O 2.2966 1.2424 0.0677 -0.319
O -1.5411 0.3452 0.5318 -0.184
O 1.7230 -0.7946 -0.2350 0.019
C -1.9947 -0.9438 0.2248 0.034
C -2.5259 1.3915 0.4276 -0.584
C 1.7050 -1.9148 0.7379 -0.618
C 2.7065 0.1416 -0.4257 -0.424
H 1.3980 -2.7553 0.0900 0.168
H 2.7140 -2.0262 1.1743 0.219
H -1.1976 -1.6598 0.4921 0.196
H -3.3346 1.1867 1.1391 0.276
H -2.0254 2.3316 0.6766 0.223
H -2.9579 -1.1217 0.7203 0.254
H -2.9076 1.4379 -0.5977 0.316
```

Computed properties:
Frontier orbital gap (spin up / spin down) ... 6.55 / 6.55 eV

=====

Entry 2:
The following is a quantum chemistry calculation of a cluster of 15 separate species, C6H37NO14 in total, from OMol25.

```
58
Properties=species:S:1:pos:R:3:mulliken_charge:R:1
O -1.9478 3.8326 -0.6887 -0.531
O -1.6558 -4.2104 -0.4013 -0.596
O 0.7342 -3.3611 0.2898 -0.757
O -4.2305 2.3442 -0.5775 -0.746
O 0.4842 -3.9716 2.9555 -0.657
O 3.4877 0.7022 -0.8422 -0.463
O -3.5010 -1.4311 0.7450 -0.606
O -3.2676 3.2097 1.8214 -0.765
O 1.4632 -2.9633 -3.4615 -0.632
O 3.0982 -2.4392 -0.4799 -0.648
O 1.9135 0.5996 -3.5456 -0.710
O -1.6804 -1.7775 2.3890 -0.560
O -0.9626 2.5332 -3.2445 -0.469
O 1.0460 3.3140 -0.6302 -0.729
N -1.3584 0.2006 0.7191 0.558
C 0.7746 0.7872 0.9757 0.055
C 0.6490 -0.0316 -0.1882 0.464
C -0.6697 -0.4419 -0.3956 -2.155
C 2.0882 2.3264 2.5396 -1.571
C -0.4456 0.8744 1.5682 -1.290
C 2.0661 0.9419 1.7962 -0.201
H 1.7551 2.4940 -0.5399 0.443
H 1.5748 3.0392 2.0226 0.478
H 3.7089 -0.0998 -0.4446 0.201
H 1.0283 -2.1294 -3.4249 0.296
H 0.2249 2.7747 -0.4430 0.279
H -3.1529 -1.7823 1.5785 0.354
H 1.6457 2.2126 3.5037 0.384
H 1.5126 -0.4781 -0.5379 0.884
H -1.9944 -4.2259 -1.2706 0.304
H -4.1438 1.3824 -0.7790 0.272
H -3.9647 2.5938 0.2925 0.427
H -1.1171 -0.8979 -1.3328 0.244
H -0.8655 1.2855 2.3638 1.245
H 2.8165 1.1378 -3.6937 0.326
H -2.6456 2.4479 2.2524 0.361
H 2.2694 -2.4993 -3.7199 0.327
H 4.2346 1.0788 -1.2185 0.208
H 3.0530 2.6590 2.9472 0.382
H -0.2523 -3.2417 0.1324 0.445
H -1.4092 2.1593 -4.0173 0.235
H 2.2606 -2.5758 -0.0965 0.372
H 1.0358 -3.9061 -0.5063 0.293
H 1.9082 0.5777 -2.5513 0.413
H -0.2581 3.0533 -3.4382 0.266
H 2.1119 0.1155 2.5686 0.230
H -3.6808 -2.0070 0.0132 0.235
H 2.7915 1.0273 1.0446 0.305
H -1.8545 4.4772 -1.2784 0.224
H -2.3875 0.2769 0.7088 0.116
H -2.7829 3.4658 -0.8598 0.387
H -1.0033 -1.6098 1.8718 0.213
H -1.5297 -2.4275 3.0502 0.276
H 1.2033 -3.2616 2.9592 0.312
H 0.3545 -4.2263 1.9651 0.371
H -2.7896 3.7526 1.2352 0.368
H -0.9062 -4.7465 -0.3960 0.265
H 3.1629 -2.9342 -1.3052 0.268
```

Computed properties:
Frontier orbital gap ... 8.15 eV
Energy above the lowest of the compared OMol25 structures with the same formula, charge and spin ... 137.7 kcal per mole

=====

Entry 3:
The following is a quantum chemistry calculation of a cluster of 2 separate species, C8H14N3 in total, from OMol25.

```
25
Properties=species:S:1:pos:R:3:lowdin_spin:R:1
N 0.1496 0.2439 0.2452 0.299
N 1.7132 -1.4200 0.0356 0.531
N -2.7145 0.8562 0.0112 0.005
C -3.0962 1.0761 -1.1760 0.000
C -0.2022 1.1662 1.0161 0.049
C 2.7579 -2.0981 0.1052 0.446
C -0.2104 2.1647 1.7507 0.255
C 4.1361 -1.7102 -0.1254 0.103
C -3.5542 1.0423 1.1437 0.004
C 0.7872 -0.6551 -0.4509 0.155
C 0.3199 -0.9499 -1.8376 0.018
H 4.7933 -1.9913 0.7821 0.012
H -3.4477 0.0544 1.4985 0.000
H -0.1953 -1.8398 -1.7445 0.001
H 0.4235 2.0471 2.6389 0.010
H -2.8682 1.7007 1.8069 0.002
H -4.5894 1.4179 1.0839 0.001
H 4.2831 -0.5743 -0.3560 0.004
H -0.7680 3.1652 1.7646 0.008
H 4.6590 -2.1137 -0.9220 0.023
H 1.2024 -1.1442 -2.4909 0.001
H 2.6676 -3.0023 0.7488 0.067
H -4.0133 1.5586 -1.4545 0.000
H -2.1597 1.1448 -1.7136 0.000
H -0.0737 -0.1393 -2.3601 0.005
```

Computed properties:
Frontier orbital gap (spin up / spin down) ... 5.71 / 5.75 eV
Energy above the lowest of the compared OMol25 structures with the same formula, charge and spin ... 118.7 kcal per mole
2S+1 ... 3
Total charge ... +1

=====

Entry 4:
The following is a quantum chemistry calculation of an isolated molecule of C6H11NOS, from OMol25.

```
20
Properties=species:S:1:pos:R:3:mulliken_charge:R:1
S -0.1577 -0.1302 -1.4635 0.513
O -1.5891 0.0921 -1.8040 -0.668
N 1.2871 -1.1627 0.5769 -0.476
C 0.6152 1.6341 -1.5888 -0.884
C 2.0845 -1.8893 -0.3571 -0.865
C -0.5194 1.2917 1.6663 -1.056
C -2.1094 -0.5623 1.0921 -1.193
C 0.2083 -0.5416 0.3577 0.281
C -0.8083 0.1273 1.1737 0.849
H -2.1013 -1.4323 1.7114 0.303
H 2.6862 -1.1516 -0.9363 0.309
H -2.3733 -0.6626 -0.0316 0.313
H 1.3142 1.7827 -0.8022 0.322
H 2.8299 -2.4222 0.2650 0.332
H -0.1927 2.3453 -1.5709 0.321
H 0.4499 1.7796 1.5107 0.254
H 1.5832 -2.6241 -0.8765 0.338
H -2.9101 0.0575 1.4842 0.396
H 0.8931 1.6104 -2.7058 0.299
H -1.1903 1.8582 2.2987 0.314
```

Computed properties:
Frontier orbital gap ... 8.82 eV
Energy above the lowest of the compared OMol25 structures with the same formula, charge and spin ... 82.2 kcal per mole

=====

Entry 5:
The following is a quantum chemistry calculation of an isolated molecule of C5H8N2, from OMol25.

```
15
Properties=species:S:1:pos:R:3:mulliken_charge:R:1
N -2.5357 0.7750 0.1046 -0.561
N 0.9161 -0.1299 -0.3399 -0.134
C -0.9198 -1.1363 0.3337 -0.733
C 0.4152 -1.3127 0.1325 -0.424
C 2.5966 0.3275 0.1758 -0.640
C -0.1116 0.7982 -0.4351 -0.865
C -1.2666 0.2025 -0.0235 0.934
H 2.2712 -0.4542 -0.8362 0.422
H -1.6041 -1.8819 0.7044 0.348
H 0.0602 1.8016 -0.7959 0.354
H -2.6710 1.5999 -0.4704 0.235
H 2.4163 1.3939 0.0356 0.205
H 2.6416 0.0806 1.2423 0.214
H 1.0629 -2.1700 0.2662 0.393
H -3.2714 0.1059 -0.0940 0.252
```

Computed properties:
Frontier orbital gap ... 8.71 eV
Energy above the lowest of the compared OMol25 structures with the same formula, charge and spin ... 98.2 kcal per mole
SMILES ... Cn1ccc(N)c1

=====

Please write out number 4 again, unchanged.
The following is a quantum chemistry calculation of an isolated molecule of C6H11NOS, from OMol25.

```
20
Properties=species:S:1:pos:R:3:mulliken_charge:R:1
S -0.1577 -0.1302 -1.4635 0.513
O -1.5891 0.0921 -1.8040 -0.668
N 1.2871 -1.1627 0.5769 -0.476
C 0.6152 1.6341 -1.5888 -0.884
C 2.0845 -1.8893 -0.3571 -0.865
C -0.5194 1.2917 1.6663 -1.056
C -2.1094 -0.5623 1.0921 -1.193
C 0.2083 -0.5416 0.3577 0.281
C -0.8083 0.1273 1.1737 0.849
H -2.1013 -1.4323 1.7114 0.303
H 2.6862 -1.1516 -0.9363 0.309
H -2.3733 -0.6626 -0.0316 0.313
H 1.3142 1.7827 -0.8022 0.322
H 2.8299 -2.4222 0.2650 0.332
H -0.1927 2.3453 -1.5709 0.321
H 0.4499 1.7796 1.5107 0.254
H 1.5832 -2.6241 -0.8765 0.338
H -2.9101 0.0575 1.4842 0.396
H 0.8931 1.6104 -2.7058 0.299
H -1.1903 1.8582 2.2987 0.314
```

Computed properties:
Frontier orbital gap ... 8.82 eV
Energy above the lowest of the compared OMol25 structures with the same formula, charge and spin ... 82.2 kcal per mole

=====

Please write out number 1 again, unchanged.
The following is a quantum chemistry calculation of a structure of composition C4H7FO3Pb, from OMol25.

```
16
Properties=species:S:1:pos:R:3:mulliken_charge:R:1
Pb 0.5062 0.7237 0.8972 0.712
F -2.1984 -1.0311 -1.1317 -0.289
O 2.2966 1.2424 0.0677 -0.319
O -1.5411 0.3452 0.5318 -0.184
O 1.7230 -0.7946 -0.2350 0.019
C -1.9947 -0.9438 0.2248 0.034
C -2.5259 1.3915 0.4276 -0.584
C 1.7050 -1.9148 0.7379 -0.618
C 2.7065 0.1416 -0.4257 -0.424
H 1.3980 -2.7553 0.0900 0.168
H 2.7140 -2.0262 1.1743 0.219
H -1.1976 -1.6598 0.4921 0.196
H -3.3346 1.1867 1.1391 0.276
H -2.0254 2.3316 0.6766 0.223
H -2.9579 -1.1217 0.7203 0.254
H -2.9076 1.4379 -0.5977 0.316
```

Computed properties:
Frontier orbital gap (spin up / spin down) ... 6.55 / 6.55 eV